--- one ---
ORCA calculation (ωB97M-V with the def2-TZVPD basis set) on a 2-piece molecular cluster, C2H3IN4 overall.

Its total charge is +2. The calculation puts the LUMO energy (spin up / spin down) at -11.70 / -11.65 eV. The value obtained for the HOMO-LUMO gap (spin up / spin down) is 6.67 / 6.75 eV.

Last columns: bonded neighbours and bond lengths (Å).
CARTESIAN COORDINATES (ANGSTROEM)
1 C -0.0059 0.0382 -0.2549  N5 1.165, N6 1.270
2 C 3.9214 -0.7636 0.5915  N4 1.287, I7 2.069
3 N 3.8673 -1.9578 2.6390  N4 1.119
4 N 4.0566 -1.5129 1.6296  C2 1.287, N3 1.119
5 N 1.0922 0.3288 -0.5121  C1 1.165, H8 0.971
6 N -1.0437 -0.5973 0.1079  C1 1.270, H9 1.031, H10 1.043
7 I 5.3337 0.3373 -0.4441  C2 2.069
8 H 1.7908 0.8878 -0.8894  N5 0.971
9 H -1.5879 -1.3265 -0.3772  N6 1.031
10 H -1.5198 -0.2828 0.9807  N6 1.043

--- two ---
ORCA calculation (ωB97M-V with the def2-TZVPD basis set) on an isolated ion of composition C2H3IN4 and charge +2.

Its total charge is +2. The calculation puts the LUMO energy (spin up / spin down) at -10.99 / -11.47 eV. The value obtained for the HOMO-LUMO gap (spin up / spin down) is 7.06 / 6.62 eV.

Last columns: bonded neighbours and bond lengths (Å).
CARTESIAN COORDINATES (ANGSTROEM)
1 C 0.8005 0.2738 0.2307  N5 1.287, N6 1.253
2 C -1.5873 -0.0531 0.0536  N4 1.324, N5 1.380, I7 2.104
3 N -0.5640 -2.2146 0.2068  N4 1.118
4 N -1.2344 -1.3292 0.0749  C2 1.324, N3 1.118
5 N -0.4212 0.6748 0.1706  C1 1.287, C2 1.380, H8 1.053
6 N 1.9455 0.1242 -0.2559  C1 1.253, H9 1.142, H10 0.968
7 I -3.5555 0.6873 0.1094  C2 2.104
8 H -0.5394 1.7002 0.3785  N5 1.053
9 H 2.4870 0.4060 -1.2211  N6 1.142
10 H 2.6688 -0.2695 0.2525  N6 0.968

--- three ---
ORCA calculation (ωB97M-V with the def2-TZVPD basis set) on an isolated ion of composition C2H3IN4 and charge +2.

Its total charge is +2. The calculation puts the LUMO energy at -11.13 eV. The value obtained for the HOMO-LUMO gap is 7.30 eV.

Last columns: bonded neighbours and bond lengths (Å).
CARTESIAN COORDINATES (ANGSTROEM)
1 N -0.1255 -1.6769 -0.0003  C2 1.168, H8 1.017
2 C 0.9555 -1.2356 0.0047  N1 1.168, N3 1.289
3 N 1.6728 -0.1640 0.0065  C2 1.289, I4 2.124, N5 1.354
4 I 3.7788 0.1134 -0.0063  N3 2.124
5 N 0.7727 0.8481 0.0027  N3 1.354, C6 1.198
6 C -0.4248 0.8032 0.0099  N5 1.198, N7 1.248
7 N -1.6228 1.1536 0.0003  C6 1.248, H9 1.032, H10 1.031
8 H -0.7102 -2.5093 0.0055  N1 1.017
9 H -2.1591 1.3603 0.8572  N7 1.032
10 H -2.1373 1.3072 -0.8803  N7 1.031

three comes first in stability; the runner-up is 8.3 kJ/mol higher.

--- one ---
ORCA calculation (ωB97M-V with the def2-TZVPD basis set) on a single C12H24N2O3 molecule.

The calculation puts the LUMO energy at 0.71 eV. The value obtained for the HOMO-LUMO gap is 10.03 eV.

Last columns: bonded neighbours and bond lengths (Å).
CARTESIAN COORDINATES (ANGSTROEM)
1 C -0.4290 -3.6447 -2.9742  C2 1.597, H18 1.103, H19 1.115, H20 1.145
2 C -1.3647 -2.3874 -3.2797  C1 1.597, C3 1.539, H21 1.035, H22 1.133
3 C -2.1833 -1.7929 -2.1193  C2 1.539, C4 1.535, C5 1.607, H23 1.077
4 C -2.9352 -0.5190 -2.5283  C3 1.535, H24 1.101, H25 1.096, H26 1.078
5 C -1.4042 -1.7112 -0.7158  C3 1.607, N6 1.432, C7 1.551, H27 1.119
6 N -2.2209 -1.3782 0.4121  C5 1.432, H28 1.084, H29 1.030
7 C -0.2429 -0.6847 -0.7844  C5 1.551, O8 1.252, N9 1.372
8 O 0.3156 -0.2322 -1.8097  C7 1.252
9 N 0.1916 -0.3729 0.4789  C7 1.372, C10 1.479, H30 1.011
10 C 1.2597 0.5954 0.8075  N9 1.479, C11 1.578, C14 1.556, H31 1.158
11 C 1.7905 0.2935 2.2622  C10 1.578, O12 1.209, O13 1.374
12 O 1.1551 0.0692 3.2657  C11 1.209
13 O 3.1588 0.3510 2.3750  C11 1.374, H32 1.016
14 C 0.5957 1.9947 0.6568  C10 1.556, C15 1.575, C16 1.560, H33 1.067
15 C -0.6900 2.2986 1.5134  C14 1.575, H34 1.088, H35 1.129, H36 1.062
16 C 1.6615 3.1320 0.5982  C14 1.560, C17 1.550, H37 1.103, H38 1.065
17 C 1.8478 3.7366 2.0131  C16 1.550, H39 1.068, H40 1.092, H41 1.116
18 H -0.9435 -4.5949 -2.7506  C1 1.103
19 H 0.3622 -3.2762 -2.2812  C1 1.115
20 H 0.2358 -3.7630 -3.8987  C1 1.145
21 H -2.0087 -2.6135 -4.0576  C2 1.035
22 H -0.6917 -1.5619 -3.6673  C2 1.133
23 H -2.9846 -2.5063 -2.0197  C3 1.077
24 H -2.3084 0.3433 -2.8048  C4 1.101
25 H -3.6196 -0.0419 -1.8182  C4 1.096
26 H -3.4308 -0.7790 -3.4496  C4 1.078
27 H -1.0104 -2.7467 -0.5554  C5 1.119
28 H -2.8554 -2.2417 0.5787  N6 1.084
29 H -2.7988 -0.5676 0.1459  N6 1.030
30 H -0.2802 -0.7376 1.2952  N9 1.011
31 H 2.1866 0.4992 0.1205  C10 1.158
32 H 3.2151 0.1408 3.3672  O13 1.016
33 H 0.1569 1.9569 -0.3155  C14 1.067
34 H -1.4719 1.5427 1.4959  C15 1.088
35 H -0.3832 2.4148 2.5938  C15 1.129
36 H -1.2190 3.1535 1.1711  C15 1.062
37 H 2.5805 2.6844 0.1847  C16 1.103
38 H 1.2631 3.8801 -0.0471  C16 1.065
39 H 0.9570 4.1593 2.4242  C17 1.068
40 H 2.1972 2.9703 2.7083  C17 1.092
41 H 2.5861 4.5729 1.9976  C17 1.116

--- two ---
ORCA calculation (ωB97M-V with the def2-TZVPD basis set) on a 2-piece molecular cluster, C12H24N2O3 overall.

The calculation puts the LUMO energy at 0.32 eV. The value obtained for the HOMO-LUMO gap is 8.85 eV.

Last columns: bonded neighbours and bond lengths (Å).
CARTESIAN COORDINATES (ANGSTROEM)
1 C 0.2905 1.5938 -0.3315  C2 1.488, C3 1.556, H15 1.111, N37 1.545
2 C -0.8159 0.6074 -0.2023  C1 1.488, N38 1.351, O39 1.279
3 C 1.3264 1.5493 0.8292  C1 1.556, C4 1.625, H16 1.206, H17 1.241
4 C 2.7240 2.3527 0.6279  C3 1.625, C5 1.564, C6 1.554, H18 1.141
5 C 3.9995 1.5701 1.0829  C4 1.564, H19 1.075, H20 1.082, H21 1.101
6 C 2.6038 3.8346 1.0787  C4 1.554, H22 1.272, H24 1.293
7 C -1.8507 -1.3051 -1.2463  C8 1.592, C9 1.427, H26 1.122, N38 1.464
8 C -3.0089 -0.3834 -1.8312  C7 1.592, O40 1.202, O41 1.291
9 C -2.2935 -2.1977 -0.2244  C7 1.427, C10 1.524, H27 1.147, H28 1.092
10 C -1.2553 -3.0801 0.4594  C9 1.524, C11 1.591, C12 1.597, H29 1.153
11 C -0.0999 -2.3373 1.2617  C10 1.591, H30 1.304, H31 1.323, H32 1.249
12 C -0.6467 -4.1135 -0.5946  C10 1.597, H33 1.107, H34 1.122, H35 1.194
13 H -1.3212 3.0087 -0.9373  N37 1.050
14 H -0.7392 2.9074 0.7935  N37 1.035
15 H 0.6881 1.5425 -1.3673  C1 1.111
16 H 1.6311 0.4337 1.1696  C3 1.206
17 H 0.6318 1.9613 1.7713  C3 1.241
18 H 2.8848 2.2506 -0.4975  C4 1.141
19 H 3.9981 1.4254 2.1484  C5 1.075
20 H 4.9585 1.8574 0.6734  C5 1.082
21 H 3.8578 0.5718 0.6415  C5 1.101
22 H 2.9329 4.0719 2.2838  C6 1.272
23 H 3.1548 4.9305 0.3139  no bonds
24 H 1.3147 3.8477 0.9732  C6 1.293
25 H -0.2438 -0.3213 -2.0192  N38 1.092
26 H -1.5443 -1.9227 -2.1317  C7 1.122
27 H -2.7102 -1.4536 0.5429  C9 1.147
28 H -3.1841 -2.7436 -0.5445  C9 1.092
29 H -1.7093 -3.8071 1.2301  C10 1.153
30 H -0.5784 -1.1544 1.5305  C11 1.304
31 H 0.2268 -2.7472 2.4766  C11 1.323
32 H 0.8958 -2.4030 0.5111  C11 1.249
33 H -0.0612 -4.9334 -0.1366  C12 1.107
34 H 0.0474 -3.4689 -1.1962  C12 1.122
35 H -1.4129 -4.5267 -1.4113  C12 1.194
36 H -4.6307 -0.5604 -2.7116  O41 1.056
37 N -0.5596 2.8799 -0.2255  C1 1.545, H13 1.050, H14 1.035
38 N -0.6798 -0.4544 -1.0270  C2 1.351, C7 1.464, H25 1.092
39 O -1.9052 0.9649 0.3637  C2 1.279
40 O -2.7443 0.6968 -2.2860  C8 1.202
41 O -4.1719 -0.9444 -1.8410  C8 1.291, H36 1.056

--- three ---
ORCA calculation (ωB97M-V with the def2-TZVPD basis set) on a single C12H24N2O3 molecule.

The calculation puts the LUMO energy at 0.53 eV. The value obtained for the HOMO-LUMO gap is 9.87 eV.

Last columns: bonded neighbours and bond lengths (Å).
CARTESIAN COORDINATES (ANGSTROEM)
1 C 2.1456 -0.7707 3.2909  C2 1.473, H18 1.252, H19 1.230, H20 1.217
2 C 1.5532 -0.2167 2.0609  C1 1.473, C3 1.587, H21 1.044, H22 1.112
3 C 0.6974 1.1156 1.9522  C2 1.587, C4 1.432, C5 1.449, H23 1.150
4 C 1.1287 2.0256 2.9701  C3 1.432, H24 1.192, H25 1.182, H26 1.169
5 C -0.7085 0.7670 1.9168  C3 1.449, N6 1.482, C7 1.554, H27 1.112
6 N -1.1567 0.2026 3.2115  C5 1.482, H28 1.164, H29 1.242
7 C -1.2492 -0.0048 0.6815  C5 1.554, O8 1.217, N9 1.432
8 O -1.7127 -1.1121 0.8844  C7 1.217
9 N -0.8913 0.5333 -0.5963  C7 1.432, C10 1.439, H30 0.977
10 C -1.3775 -0.0813 -1.8037  N9 1.439, C11 1.599, C14 1.501, H31 1.078
11 C -2.8511 -0.6573 -1.5711  C10 1.599, O12 1.178, O13 1.257
12 O -3.7015 -0.0978 -0.9785  C11 1.178
13 O -3.1417 -1.6506 -2.2850  C11 1.257, H32 0.870
14 C -0.3175 -0.9254 -2.4503  C10 1.501, C15 1.452, C16 1.605, H33 1.202
15 C -0.4729 -1.1473 -3.8764  C14 1.452, H34 1.213, H35 1.209, H36 1.192
16 C 1.1691 -0.5857 -1.9503  C14 1.605, C17 1.516, H37 1.118, H38 1.136
17 C 1.6490 0.6296 -2.7187  C16 1.516, H39 1.159, H40 1.086, H41 1.133
18 H 2.3046 0.0953 4.1810  C1 1.252
19 H 3.2438 -1.3228 3.3325  C1 1.230
20 H 1.2735 -1.5235 3.6838  C1 1.217
21 H 1.1178 -1.0892 1.6881  C2 1.044
22 H 2.3725 0.0042 1.3417  C2 1.112
23 H 0.9690 1.4087 0.8739  C3 1.150
24 H 0.4101 1.8097 3.8961  C4 1.192
25 H 2.2050 1.6956 3.3309  C4 1.182
26 H 0.8090 3.1143 2.6868  C4 1.169
27 H -1.2332 1.7199 1.6879  C5 1.112
28 H -1.4655 -0.9180 3.1459  N6 1.164
29 H -2.0729 0.9299 3.6277  N6 1.242
30 H -0.6997 1.4795 -0.7438  N9 0.977
31 H -1.5578 0.8549 -2.3060  C10 1.078
32 H -3.9911 -1.6982 -2.1014  O13 0.870
33 H -0.5194 -2.0424 -2.0556  C14 1.202
34 H -0.7818 -0.2049 -4.5745  C15 1.213
35 H 0.3883 -1.6633 -4.5493  C15 1.209
36 H -1.5088 -1.7128 -4.0467  C15 1.192
37 H 1.6874 -1.5213 -2.2772  C16 1.118
38 H 0.9849 -0.4520 -0.8368  C16 1.136
39 H 0.8862 1.4951 -2.6122  C17 1.159
40 H 1.7589 0.5636 -3.7968  C17 1.086
41 H 2.6566 0.9534 -2.3136  C17 1.133

one comes first in stability; the runner-up is 507.0 kJ/mol higher.